Entry 1:
Density functional theory data (the ωB97M-V functional and the def2-TZVPD basis) for an isolated molecule of C5H6ClNO in a non-equilibrium geometry.

```
14
Properties=species:S:1:pos:R:3:forces:R:3:lowdin_charge:R:1
Cl -2.63737 -1.06794 0.38514 -1.28 -0.07 0.01 0.736
C 1.02859 0.17929 0.53216 -1.64 0.81 0.52 -0.140
H 1.46816 -2.35813 -0.60544 0.70 -0.71 -0.22 0.060
O -1.98703 2.04715 -0.19850 -0.90 0.09 0.37 0.052
C 0.18612 -0.94421 -0.01763 -2.62 2.82 0.01 -0.193
C 0.44143 -2.10073 -0.60956 -2.18 1.06 0.90 0.058
H 2.03046 0.05288 0.20910 1.07 0.05 -0.12 0.090
C -1.17171 1.16659 -0.06662 0.85 2.33 -1.73 -0.636
H 0.20588 2.39442 0.67504 1.29 -1.43 -1.21 0.146
H 0.96592 0.17865 1.65984 0.13 -0.03 -1.17 0.136
C 0.33427 1.49838 -0.05924 0.61 0.19 1.59 -0.060
H -0.40431 -2.73180 -0.92762 0.85 0.20 -0.08 0.074
N -1.34511 -0.12434 0.03336 4.55 -4.97 0.01 -0.460
H 0.88471 1.80978 -1.01003 -1.43 -0.32 1.12 0.137
```
Forces are in eV/Å.

Calculated values
SMILES string	C=C1CCC(=O)N1Cl
ΔE to the lowest compared entry with this formula, charge and spin	70.43	kcal/mol
total charge	0
F_max	0.131	Eh/bohr
frontier orbital gap	10.14	eV
multiplicity	1
calculated total energy	-784.2095	Ha

***

Entry 2:
Density functional theory data (the ωB97M-V functional and the def2-TZVPD basis) for a 8-piece molecular cluster, H16O8 overall in a non-equilibrium geometry.

```
24
Properties=species:S:1:pos:R:3:forces:R:3:mulliken_spin:R:1
O -2.67772 -0.86335 -1.91239 -0.39 -0.15 -0.42 0.118
H -2.89636 -1.74897 1.96087 -0.13 -0.22 -0.11 -0.058
O -2.55996 -0.97035 2.40450 -1.03 0.08 0.14 0.196
H -3.89328 1.26277 1.14629 -0.03 -0.26 0.04 -0.025
H -2.85057 -1.44246 -1.17010 0.09 -0.07 0.20 -0.019
H 2.63385 0.14679 -2.70467 -0.31 0.33 0.12 -0.022
H 3.04182 -0.94898 -3.66630 -0.08 -0.22 -0.06 -0.040
O 2.06120 2.18565 -2.14651 0.05 -0.10 -0.49 0.303
O 2.26507 -1.30443 0.33276 -0.53 -0.37 -0.12 -0.025
O 3.36994 -0.16069 -3.23368 0.46 -0.18 -0.20 0.120
H -2.13904 -0.16083 -1.54835 0.45 0.25 0.30 -0.034
H 0.09324 0.10448 0.79591 0.33 -0.47 0.02 -0.238
H 2.85786 -1.92824 -0.08640 0.29 -0.26 -0.23 0.058
H -2.42732 1.33006 1.51825 0.18 -0.30 0.03 -0.015
H 0.25927 -1.11206 3.22411 0.31 -0.40 0.60 -0.090
H 0.72269 0.21390 -0.57658 0.32 -0.23 -0.11 -0.032
H 2.41793 1.92223 -1.29823 0.16 -0.08 0.58 -0.102
H 1.70913 3.06307 -1.99678 -0.24 0.19 0.09 -0.073
O -3.19092 1.88131 1.34714 -0.21 0.65 -0.09 0.147
O -0.08936 0.38690 -0.10027 -0.91 0.64 -0.56 0.835
H -1.62911 -0.95089 2.18231 0.92 -0.07 -0.07 -0.046
H -0.02995 0.26081 2.65536 0.08 0.91 0.54 -0.121
H 2.80023 -0.52382 0.47590 0.37 0.58 0.29 -0.106
O 0.15146 -0.64279 2.39683 -0.17 -0.26 -0.48 0.269
```
Forces are in eV/Å.

Calculated values
ΔE to the lowest compared entry with this formula, charge and spin	18.40	kcal/mol
expectation value of S²	0.7505
total charge	-1
F_max	0.024	Eh/bohr
frontier orbital gap (alpha / beta)	2.91 / 10.74	eV
multiplicity	2
calculated total energy	-611.4768	Ha

***

Entry 3:
Density functional theory data (the ωB97M-V functional and the def2-TZVPD basis) for C6H4Cl2S2 as an isolated structure in a non-equilibrium geometry.

```
14
Properties=species:S:1:pos:R:3:forces:R:3:lowdin_charge:R:1
H -0.84548 -0.77786 1.80595 0.80 -0.02 -0.83 0.118
H -0.85937 -1.32150 -1.13538 -0.01 0.70 1.15 0.144
H 1.46001 -1.37784 1.81088 0.47 0.38 -0.64 0.123
S 1.45316 1.02894 -1.01844 0.55 -0.75 -0.24 0.782
C 1.94598 -0.30640 -0.02630 0.63 3.23 -1.78 -1.081
Cl -0.80420 2.00017 1.15261 0.16 -0.10 0.01 0.688
Cl 3.64556 -0.51643 0.09534 0.23 -0.35 0.11 0.654
H -1.05919 0.62232 -2.21369 -0.82 0.45 1.51 0.126
C -0.25599 -0.64107 0.86604 0.26 -1.28 1.08 -0.192
S -2.78208 -0.02422 -0.22966 1.33 0.48 -1.30 0.838
C 1.13714 -0.87389 0.88817 -3.43 -0.89 2.23 -0.224
C -1.05867 -0.55532 -0.33215 -0.67 -0.10 -1.35 -0.649
C -0.72490 1.93645 -0.55707 2.52 2.69 1.27 -0.644
C -1.25197 0.80662 -1.10630 -2.03 -4.46 -1.22 -0.684
```
Forces are in eV/Å.

Calculated values
total charge	0
F_max	0.098	Eh/bohr
frontier orbital gap (alpha / beta)	6.54 / 6.54	eV
multiplicity	1
calculated total energy	-1947.5763	Ha